{"formula": "C16H8Br2MnN2O5", "method": "ωB97M-V/def2-TZVPD", "multiplicity": 6, "gap_ev": [6.682, 6.611], "e_homo_ev": [-7.8, -7.9], "symbols": ["Mn", "O", "C", "C", "C", "C", "C", "C", "C", "O", "N", "O", "O", "H", "H", "H", "H", "Br", "C", "C", "C", "Br", "C", "C", "C", "C", "N", "C", "C", "O", "H", "H", "H", "H"], "xyz": [[-0.038409, -0.564795, -1.165703], [1.597190, -1.509692, -1.740466], [2.744240, -1.499409, -1.160598], [2.981418, -1.380200, 0.285076], [4.328775, -1.488459, 0.750708], [4.571836, -1.072034, 2.040282], [3.538553, -0.686599, 2.965782], [2.268933, -0.631256, 2.560195], [1.874309, -0.914108, 1.240561], [0.720626, -0.458651, 0.810149], [5.878620, -1.031237, 2.574742], [6.827663, -1.051166, 1.755208], [5.984786, -1.053771, 3.819601], [3.629791, -1.672332, -1.799695], [5.162786, -1.566978, 0.054044], [3.912529, -0.430305, 3.997873], [1.513735, -0.263808, 3.266963], [-0.842295, 4.393910, -2.345150], [-2.077712, 3.031806, -1.868848], [-3.484449, 3.273578, -1.786554], [-4.413186, 2.355106, -1.477468], [-6.212078, 2.886417, -1.436949], [-4.011956, 0.970192, -1.172500], [-4.851304, -0.004351, -0.677409], [-4.352890, -1.242753, -0.333149], [-3.004981, -1.529303, -0.541919], [-2.149226, -0.592933, -1.037363], [-2.626944, 0.695493, -1.279188], [-1.676770, 1.661622, -1.708399], [-0.412635, 1.360216, -1.809689], [-3.916974, 4.227189, -2.207896], [-5.911674, 0.257742, -0.482576], [-4.999267, -2.008260, 0.055676], [-2.553054, -2.460873, -0.145344]], "atomic_forces_ev_per_a": [[-0.1, 1.0, 0.6], [2.7, 0.0, 0.7], [-1.6, -0.6, 1.0], [-1.4, 0.3, -0.3], [-0.9, 1.8, 0.1], [-1.5, -0.3, 0.4], [2.3, -0.4, 0.4], [-1.5, 0.2, 1.2], [0.1, 1.3, -3.3], [1.7, -1.7, 0.4], [2.5, -0.8, 0.3], [-1.4, 0.2, 1.9], [0.5, 0.3, -2.1], [-0.3, 0.1, 0.2], [-0.2, -0.5, 0.2], [-0.8, -0.2, -1.3], [0.2, -0.2, -0.5], [-0.5, -0.7, 0.2], [-1.3, -2.2, 0.1], [0.5, 2.2, -1.7], [0.4, -2.4, 0.7], [-0.4, -0.1, 0.0], [0.4, 2.6, -0.2], [-1.2, -0.5, 0.6], [-0.1, 0.0, -0.4], [1.4, 1.2, 0.1], [-1.4, -0.1, 0.8], [-0.7, -1.8, -0.4], [1.8, 2.9, 0.1], [-0.3, -1.1, 0.0], [0.9, -0.8, 1.0], [0.8, -0.3, -0.3], [-0.1, -0.1, 0.2], [-0.3, 0.6, -0.7]]}

{"formula": "C5H11NO3", "method": "ωB97M-V/def2-TZVPD", "gap_ev": [8.644, 8.643], "e_homo_ev": [-8.8, -8.8], "symbols": ["C", "C", "C", "C", "N", "C", "O", "O", "O", "H", "H", "H", "H", "H", "H", "H", "H", "H", "H", "H"], "xyz": [[0.624092, 1.342148, -0.153590], [-1.458720, -2.884268, 1.192658], [0.340488, 1.651081, -1.630485], [2.063308, 1.649598, 0.247292], [-0.969519, -0.334540, 0.494868], [0.342209, -0.158702, 0.042872], [-1.451724, -2.007307, 0.066087], [-2.024216, 0.169515, -0.092489], [1.173539, -1.029187, 0.015522], [-2.325585, -1.385399, -0.097906], [-0.071636, 1.917834, 0.460700], [-0.419884, -3.122000, 1.407609], [-2.004500, -3.788167, 0.918266], [-1.913935, -2.405830, 2.061979], [-0.693783, 1.414012, -1.877622], [1.008526, 1.077886, -2.274414], [0.513174, 2.711097, -1.820278], [2.278164, 2.703526, 0.067215], [2.758013, 1.041992, -0.331527], [2.231989, 1.436712, 1.303244]], "atomic_forces_ev_per_a": [[0.2, -0.3, -0.1], [-0.3, -0.1, 0.0], [0.0, 0.0, 0.1], [-0.1, 0.0, 0.0], [-2.7, 0.6, -0.1], [0.9, 0.8, -0.3], [-1.4, 0.8, -0.5], [2.0, 0.2, 0.7], [-0.4, 0.0, -0.1], [1.7, -2.0, 0.5], [0.0, -0.1, 0.0], [0.0, 0.0, -0.1], [0.1, 0.0, 0.1], [0.0, 0.0, -0.1], [0.0, 0.0, -0.1], [0.0, 0.0, 0.0], [0.0, 0.0, 0.0], [0.0, 0.0, 0.0], [0.0, 0.0, 0.0], [0.0, 0.0, 0.0]]}